# 1
81
Properties=species:S:1:pos:R:3:forces:R:3 method="wB97M-V/def2-TZVPD" e_lumo_ev="-1.087 / -1.085" multiplicity=1 fmax_ev_per_a=3.4 e_tot_ha=-4215.61406 orbital_gap_ev="4.37 / 4.34"
Ti -0.80552 -0.16184 -1.38957 -1.1 -2.0 -2.4
C -0.12174 -5.93231 -0.26936 0.0 0.2 0.2
C -0.68546 -4.86968 0.67548 0.2 -0.3 -0.1
N -1.61283 -3.98701 0.00337 -0.2 -0.2 0.4
C -1.14780 -2.99801 -0.78706 -0.1 0.2 -0.9
S -2.29285 -2.18714 -1.82876 -0.2 0.1 -0.1
N 0.11993 -2.71238 -0.81283 0.2 -1.0 0.9
N 0.38800 -1.62134 -1.57007 -0.2 0.6 0.1
C 1.30391 -1.66827 -2.52161 0.9 0.4 -1.7
C 2.20797 -2.84378 -2.73296 -0.3 0.2 0.1
C 1.15373 -0.60051 -3.44110 0.1 -1.6 0.9
C 1.95935 -0.37000 -4.57132 0.0 0.5 -0.6
C 1.59331 0.58567 -5.48309 0.4 -0.6 0.4
C 0.40379 1.30170 -5.26813 -0.8 0.1 0.5
C -0.31708 1.07133 -4.11866 0.0 0.8 -1.2
N 0.03086 0.16231 -3.20113 0.4 0.0 0.5
H 0.55627 -6.59700 0.25976 0.1 -0.1 0.1
H 0.42812 -5.45227 -1.07486 0.1 0.0 -0.1
H -0.92441 -6.52474 -0.70734 0.0 -0.1 0.0
H 0.12207 -4.24155 1.06037 -0.1 -0.1 0.1
H -1.20491 -5.33885 1.51433 0.1 0.1 0.0
H -2.52436 -4.34829 -0.23966 0.1 0.2 0.0
H 1.70338 -3.59857 -3.33991 0.1 -0.1 0.0
H 2.45523 -3.29507 -1.77567 0.1 -0.1 0.0
H 3.12242 -2.55023 -3.23888 0.1 0.0 0.0
H 2.85198 -0.95921 -4.70589 0.1 0.0 0.0
H 2.20546 0.79327 -6.34713 0.1 0.0 -0.1
H 0.06128 2.02685 -5.98833 -0.1 0.1 0.0
H -1.21545 1.64958 -3.90935 0.2 0.0 0.0
C 1.97603 0.34246 4.04392 0.4 0.0 -0.2
C 1.69689 -1.11449 3.71823 -0.3 -0.1 -0.5
S 1.08425 -1.44832 2.01804 0.4 -0.2 0.3
C 2.52532 -2.23969 1.22264 -0.3 0.3 0.2
C 3.66465 -1.31916 0.83417 0.1 0.3 -0.4
S 3.18880 -0.11226 -0.46435 0.2 0.0 0.3
C 3.47913 1.46727 0.39747 0.0 -0.6 -0.1
C 2.62462 1.66325 1.63565 0.1 0.1 0.5
S 3.41461 1.05296 3.17718 -0.3 0.2 0.1
H 2.22517 0.42521 5.10263 -0.1 0.1 0.0
H 1.11384 0.97667 3.84547 0.0 0.0 0.1
H 0.91023 -1.47629 4.38167 0.0 -0.1 0.1
H 2.58691 -1.72191 3.86853 0.0 0.0 0.1
H 2.08789 -2.69313 0.33308 0.0 -0.2 0.2
H 2.88366 -3.01803 1.89841 0.0 -0.1 -0.1
H 4.48207 -1.92058 0.42797 0.0 0.0 0.1
H 4.02619 -0.73641 1.68026 0.1 -0.3 -0.1
H 3.22374 2.22018 -0.35184 0.1 0.0 0.0
H 4.54315 1.53280 0.62775 0.0 0.3 0.0
H 1.67858 1.13714 1.52836 0.1 0.1 0.0
H 2.44295 2.72686 1.79053 0.0 0.1 0.0
C -5.93382 1.50016 -1.57984 0.0 0.0 -0.1
C -4.76343 1.03561 -0.79846 0.1 -0.1 0.2
C -4.61891 0.70304 0.53053 0.0 0.0 -0.3
C -3.29184 0.26334 0.67769 0.0 0.2 -0.3
N -2.66888 0.33470 -0.49152 -0.6 0.5 0.8
N -3.56371 0.80955 -1.37386 -0.3 0.1 -0.1
C -2.61069 -0.23023 1.90112 0.2 -0.1 -0.1
H -6.76954 1.71159 -0.91928 0.0 0.0 0.0
H -6.23353 0.72392 -2.28445 -0.1 0.0 0.0
H -5.69160 2.40043 -2.14217 -0.1 0.1 0.0
H -5.36452 0.75567 1.29680 -0.2 0.0 0.1
H -3.31048 0.93761 -2.34721 -0.1 -0.1 0.3
H -3.18944 -1.03972 2.34401 0.1 -0.1 0.0
H -2.53706 0.56725 2.64236 0.1 0.0 0.0
H -1.60957 -0.59202 1.64396 -0.2 0.0 0.2
O -0.82587 1.90938 -1.44494 0.0 1.0 0.3
C -0.33096 1.84462 -0.28400 0.1 -0.3 -0.3
O 0.03702 0.69607 0.12473 0.1 1.3 1.6
C -0.22237 3.02686 0.57507 0.2 1.0 0.1
C -0.02477 4.29709 0.01393 -0.1 -0.6 0.4
C 0.07242 5.40583 0.84001 0.0 0.1 -0.3
C -0.05751 5.28716 2.20858 -0.1 -0.7 0.6
C -0.26308 4.01440 2.76802 0.2 0.6 -2.4
C -0.33121 2.89110 1.95000 -0.2 0.1 0.4
N -0.41086 3.86254 4.16567 -0.2 -0.4 2.6
O -0.44392 4.87340 4.86942 0.0 -1.0 -0.7
O -0.49866 2.70971 4.60970 0.0 1.2 -0.4
H 0.05825 4.38013 -1.05818 0.0 0.1 -0.1
H 0.24336 6.37787 0.40199 0.0 0.1 0.0
H -0.00147 6.14291 2.86249 0.0 0.1 0.0
H -0.51663 1.92280 2.39140 0.1 -0.1 0.0

---

# 2
112
Properties=species:S:1:pos:R:3:forces:R:3 method="wB97M-V/def2-TZVPD" total_charge=+2 e_lumo_ev=-5.250 multiplicity=1 fmax_ev_per_a=0.2 e_tot_ha=-5166.64908 orbital_gap_ev=7.30
In 0.66007 -0.48490 0.23059 -0.1 -0.1 -0.1
N 2.25934 -2.14828 0.04344 0.1 0.0 0.0
C 2.23859 -3.21940 1.00439 -0.1 0.0 0.0
C 3.19457 -4.18999 1.06334 0.0 0.0 0.0
C 3.07267 -5.25783 1.97818 0.0 0.0 0.0
C 1.99375 -5.33595 2.80891 0.0 0.0 0.0
C 0.99285 -4.33646 2.77300 0.0 0.0 0.0
C -0.13362 -4.34310 3.62382 0.0 0.0 0.0
C -1.03520 -3.31934 3.55207 0.0 0.0 0.0
C -0.81930 -2.29423 2.61892 0.0 0.0 0.0
N 0.19548 -2.26433 1.78720 0.0 0.0 0.0
C 1.11534 -3.26942 1.85932 0.1 0.0 0.0
H 3.18494 -1.73643 -0.03431 0.0 0.0 0.0
H 2.07975 -2.54721 -0.89070 0.0 0.1 0.0
H 4.04071 -4.15521 0.38743 0.0 0.0 0.0
H 3.83732 -6.02160 2.00240 0.0 0.0 0.0
H 1.88829 -6.15876 3.50401 0.0 0.0 0.0
H -0.26323 -5.15359 4.33023 0.0 0.0 0.0
H -1.90171 -3.27768 4.19647 0.0 0.0 0.0
H -1.50378 -1.45519 2.58568 0.0 0.0 0.0
C -3.48466 1.62109 -1.10478 0.0 0.0 0.0
N -2.25529 0.88533 -0.74873 0.0 -0.1 -0.1
P -0.75207 1.50538 -1.19668 0.1 0.0 0.0
C -0.93619 3.28625 -0.87016 0.0 0.0 0.0
C -1.07690 4.24744 -1.86987 0.0 0.0 0.0
C -1.33026 5.57133 -1.53587 0.0 0.0 0.0
C -1.46640 5.94468 -0.20803 0.0 0.0 0.0
C -1.36823 4.98677 0.79350 0.0 0.0 0.0
C -1.10456 3.66872 0.46300 0.0 0.0 0.0
C -0.62557 1.37151 -3.00004 0.0 0.0 0.0
C -1.51001 0.60202 -3.65797 0.0 0.0 0.0
C -1.54889 0.40396 -5.09895 0.0 0.0 0.0
C -0.49817 0.42572 -5.91163 0.0 0.0 0.0
C 1.06266 1.73345 -4.79751 0.0 0.0 0.0
C 0.46605 2.09481 -3.66530 0.0 0.0 0.0
P -2.21268 -0.18157 0.57112 0.0 0.0 0.1
C -2.97375 0.71874 1.96509 0.0 0.0 0.0
C -4.34149 1.00211 1.99365 0.0 0.0 0.0
C -4.88127 1.74613 3.03065 0.0 0.0 0.0
C -4.06819 2.20112 4.06109 0.0 0.0 0.0
C -2.71236 1.90782 4.05560 0.0 0.0 0.0
C -2.17137 1.17157 3.01135 0.0 0.0 0.0
C -3.46509 -1.44730 0.24409 0.0 0.1 0.0
C -3.88389 -1.74854 -1.04679 0.0 0.0 0.0
C -4.85623 -2.71405 -1.26103 0.0 0.0 0.0
C -5.39702 -3.40755 -0.18950 0.0 0.0 0.0
C -4.97213 -3.12608 1.10234 0.0 0.0 0.0
C -4.02056 -2.14405 1.31957 0.0 0.0 0.0
H -3.37291 2.06015 -2.09486 0.0 0.0 0.0
H -3.68345 2.41749 -0.38590 0.0 0.0 0.0
H -4.32902 0.93426 -1.12408 0.0 0.0 0.0
H -1.02126 3.97479 -2.91439 0.0 0.0 0.0
H -1.43621 6.30815 -2.32074 0.0 0.0 0.0
H -1.66919 6.97638 0.04619 0.0 0.0 0.0
H -1.51235 5.26469 1.82967 0.0 0.0 0.0
H -1.08176 2.92547 1.25057 0.0 0.0 0.0
H -2.29630 0.11904 -3.08903 0.0 0.0 0.0
H -2.51073 0.19976 -5.55227 0.0 0.0 0.0
H -0.57553 0.26712 -6.97956 0.0 0.0 0.0
H 1.84982 2.32744 -5.24683 0.0 0.0 0.0
H 0.83014 3.01805 -3.23090 0.0 0.0 0.0
H -4.99138 0.63161 1.21070 0.0 0.0 0.0
H -5.94094 1.96378 3.03994 0.0 0.0 0.0
H -4.49585 2.77271 4.87408 0.0 0.0 0.0
H -2.07937 2.24360 4.86698 0.0 0.0 0.0
H -1.11556 0.93428 3.02101 0.0 0.0 0.0
H -3.44167 -1.23955 -1.89314 0.0 0.0 0.0
H -5.18337 -2.93245 -2.26883 0.0 0.0 0.0
H -6.15163 -4.16375 -0.35909 0.0 0.0 0.0
H -5.39537 -3.66064 1.94224 0.0 0.0 0.0
H -3.74149 -1.90166 2.33782 0.0 0.0 0.0
F -1.01862 -5.04709 -3.61251 0.0 0.0 0.0
C -1.34616 -3.84640 -3.18097 0.0 0.0 0.1
F -2.58912 -3.85539 -2.71448 0.1 -0.1 0.0
F -1.27256 -2.97077 -4.18688 0.0 0.0 0.0
S -0.16826 -3.33073 -1.84521 0.2 0.0 -0.2
O -0.75877 -2.12163 -1.26191 -0.1 0.1 0.1
O 0.00983 -4.45963 -0.99402 0.0 0.0 0.1
N 1.18232 -2.97063 -2.58441 -0.1 -0.1 0.1
S 1.20554 -1.43788 -3.16576 0.0 0.1 0.0
O 0.81059 0.56885 -5.48791 0.0 0.0 0.1
O 1.46788 -0.50089 -2.00608 0.0 0.0 -0.1
C 2.93755 -1.59256 -3.82975 0.0 -0.1 0.0
F 3.76271 -1.99634 -2.86110 0.0 0.0 0.0
F 2.97383 -2.44407 -4.83499 0.0 0.0 0.0
F 3.32495 -0.38856 -4.23429 0.0 0.0 0.0
C 2.00396 2.02911 4.54174 0.0 0.0 0.0
C 1.92460 0.64677 4.58630 0.0 0.0 0.0
C 1.50342 -0.03618 3.45832 0.0 0.0 0.0
N 1.17933 0.58212 2.31720 0.1 0.0 -0.1
C 1.28137 1.91761 2.27555 0.0 0.0 0.0
C 1.67293 2.67671 3.35913 0.0 0.0 0.0
H 2.32209 2.59149 5.40950 0.0 0.0 0.0
H 2.17990 0.09527 5.48000 0.0 0.0 0.0
H 1.42003 -1.11392 3.47288 0.0 0.0 0.0
H 1.04890 2.39102 1.33135 0.0 0.0 0.0
H 1.72292 3.75292 3.26900 0.0 0.0 0.0
N 7.37045 2.82445 0.05475 0.0 0.0 0.0
C 6.55871 2.53121 -0.97413 0.0 0.0 0.0
S 6.96998 2.66822 -2.54913 0.0 0.0 0.0
C 5.22392 1.97611 -0.59001 0.0 0.0 0.0
C 4.09267 2.30058 -1.32902 0.0 0.0 0.0
C 2.88888 1.70797 -1.01029 0.0 0.0 -0.1
N 2.74524 0.82954 -0.01562 0.0 0.0 0.0
C 3.82589 0.54139 0.71448 0.0 0.0 0.0
C 5.07353 1.08354 0.46827 0.0 0.0 0.0
H 8.28350 3.20011 -0.14755 0.0 0.0 0.0
H 7.03418 2.88165 1.00081 0.0 0.0 0.0
H 4.17149 2.98182 -2.16435 0.0 0.0 0.0
H 2.00753 1.91699 -1.59968 0.0 0.0 0.0
H 3.69026 -0.15624 1.53537 0.0 0.0 0.0
H 5.91564 0.77481 1.07319 0.0 0.0 0.0

---

# 3
18
Properties=species:S:1:pos:R:3:forces:R:3 method="wB97M-V/def2-TZVPD" total_charge=+1 e_lumo_ev=-3.504 multiplicity=1 fmax_ev_per_a=0.9 e_tot_ha=-380.64995 orbital_gap_ev=10.88
C 0.50673 -0.09368 1.68935 0.6 -0.5 0.3
O 1.20405 0.42961 2.79502 0.0 0.1 -0.2
C -0.39291 0.99225 1.15281 0.4 0.3 -0.4
N -1.37233 0.37782 0.18715 -0.2 0.3 0.8
H -0.03692 -0.99557 2.00611 -0.3 0.1 -0.1
H 1.19985 -0.39895 0.89556 -0.1 0.0 0.0
H 2.05777 -0.01309 2.85190 0.0 0.1 0.1
H -0.92888 1.53429 1.92842 -0.1 -0.2 0.0
H 0.19801 1.70817 0.58082 0.0 0.0 0.1
H -1.96183 -0.25620 0.73120 -0.1 -0.1 -0.3
H -0.90842 -0.14933 -0.57803 -0.1 -0.2 0.0
H -1.97031 1.10671 -0.20539 0.0 -0.1 -0.1
C 0.82368 -0.20321 -2.31414 0.2 -0.2 -0.3
N -0.17384 -1.16495 -2.11399 -0.2 0.5 -0.4
O 1.85852 -0.20241 -1.71806 0.2 0.0 0.4
H 0.58097 0.56987 -3.05645 -0.2 0.1 0.0
H 0.17915 -2.10289 -1.97970 0.1 -0.1 0.3
H -0.86329 -1.13845 -2.85258 -0.1 -0.2 -0.1

---

# 4
11
Properties=species:S:1:pos:R:3:forces:R:3 method="wB97M-V/def2-TZVPD" e_lumo_ev=-1.490 multiplicity=1 fmax_ev_per_a=6.2 e_tot_ha=-1117.56607 smiles="S=C[C@H]1ONC(=S)O1" orbital_gap_ev=7.62
C -2.09411 0.25222 -0.24669 3.1 -2.2 0.0
C -0.86194 1.20285 -0.70878 2.7 -4.2 3.6
C 1.11382 0.09207 -0.03738 -0.9 0.8 -0.4
H -2.82734 1.02279 -0.01663 -0.9 -0.9 0.4
H -0.93880 1.97888 -1.42078 -0.8 1.2 -0.2
H 1.17490 0.87556 1.70257 0.0 0.9 1.1
N 0.42432 0.60783 1.10316 1.7 -2.5 -1.8
O -0.40682 1.62912 0.72220 -1.6 1.3 -2.3
O 0.37171 0.51319 -1.12864 -0.6 -0.4 1.0
S -1.88438 -1.44882 0.14882 -1.0 5.2 -1.3
S 2.56908 -0.71077 -0.07249 -1.8 0.8 0.0

---

# 5
39
Properties=species:S:1:pos:R:3:forces:R:3 method="wB97M-V/def2-TZVPD" total_charge=+4 e_lumo_ev="-17.661 / -18.824" multiplicity=5 fmax_ev_per_a=6.7 e_tot_ha=-1678.27231 orbital_gap_ev="6.44 / 5.01"
C -2.80938 -0.43616 -0.66257 3.2 1.0 0.9
N -1.49540 -0.18783 -0.88080 -2.4 0.3 2.3
N -1.17366 -0.57191 -2.14962 -2.0 -0.6 -1.9
C -2.30320 -0.97669 -2.77045 4.0 0.5 -1.1
C -3.34808 -0.90983 -1.86657 -2.6 -0.5 0.6
B 0.28164 -0.54558 -2.68935 0.4 -1.8 -0.8
N 0.90392 0.84349 -2.31429 0.7 1.6 -1.4
N 0.80068 1.51113 -1.07875 1.9 2.8 0.1
C 1.45673 2.71985 -1.19527 -1.5 -2.4 1.4
C 1.87416 2.85031 -2.52314 0.9 2.2 0.6
C 1.49938 1.68641 -3.17671 -1.7 -3.8 0.2
Ru -0.29850 1.03386 0.50210 -2.9 -5.3 -2.7
N 1.07584 -1.77931 -2.09577 0.7 -1.0 -0.9
N 1.10060 -1.78007 -0.71128 1.1 -1.0 1.5
C 1.80816 -2.82980 -0.32044 -0.5 0.8 1.0
C 2.24992 -3.57610 -1.43961 0.1 -0.1 1.3
C 1.75259 -2.87283 -2.54925 -1.5 2.4 -1.7
H 2.02168 -3.06121 0.73580 -0.3 0.3 -0.6
H 1.88470 -3.13914 -3.60028 -0.2 0.3 0.2
H 2.84019 -4.46506 -1.41561 0.3 -0.5 -0.2
H 0.28579 -0.70153 -3.86997 -0.1 0.5 0.0
H 1.58627 1.37980 -4.20151 0.3 0.1 -0.5
H -2.25890 -1.26122 -3.80681 -0.2 -0.2 -0.3
H 2.38871 3.70363 -2.92785 0.2 0.3 -0.3
H -4.38341 -1.16813 -2.02287 -0.2 -0.1 -0.2
H 1.59080 3.36721 -0.32601 -0.1 0.0 -0.5
H -3.24286 -0.30234 0.32454 -0.2 0.1 -0.2
H 1.42784 0.73389 1.35109 0.1 1.2 0.6
C 1.05483 1.76360 1.81816 1.6 -0.4 0.6
H 1.84513 2.50302 1.64607 -0.3 0.0 0.1
H -0.01931 2.26566 1.38475 1.2 2.2 2.4
H 0.89297 1.53915 2.86992 -0.1 0.3 0.2
F -2.54361 -1.11028 4.88931 1.8 0.2 -2.8
Te -1.48804 -0.84522 3.28513 -2.2 -1.1 5.5
F -1.00112 -2.72324 3.20916 -0.6 3.1 -0.3
F 0.04618 -0.42032 4.35286 -1.5 -0.6 -1.7
F -3.09069 -1.17799 2.25309 2.1 0.5 0.7
F -1.95444 1.01454 3.47634 0.6 -1.8 -1.1
O -0.53963 -0.45796 1.65699 -0.1 0.9 -1.0

---

# 6
19
Properties=species:S:1:pos:R:3:forces:R:3 method="wB97M-V/def2-TZVPD" total_charge=+1 e_lumo_ev="-5.214 / -7.827" multiplicity=2 fmax_ev_per_a=4.5 e_tot_ha=-273.48199 orbital_gap_ev="8.06 / 5.25"
C 2.07148 -0.65105 -0.26934 2.4 0.8 -2.6
C 1.24814 0.50810 -0.64830 -2.1 -1.5 -1.4
C 1.80306 1.78607 -0.61436 1.4 -0.2 1.2
C -0.11591 0.19059 -1.28865 -0.4 0.9 0.3
C -1.08308 -0.49475 -0.33152 -0.5 0.9 3.2
C -1.31586 -0.05600 0.97265 0.9 1.9 -4.0
C -2.36735 -0.60091 1.86383 -2.1 -1.1 -0.3
H 3.15860 -0.33875 -0.54404 -1.6 -0.9 0.8
H 2.00581 -0.95364 0.70845 0.1 -0.2 2.8
H 1.83630 -1.57458 -0.80496 -0.3 0.4 -0.4
H 2.56508 2.07068 0.17571 -1.0 -0.4 -1.0
H 1.78107 2.37948 -1.50686 -0.6 0.7 -0.2
H -0.14191 -0.47413 -2.13571 1.4 -0.9 -0.4
H -0.57644 1.02007 -1.84273 0.0 0.6 0.8
H -1.72320 -1.28955 -0.66160 0.2 -0.6 -0.6
H -0.87766 0.98682 0.94492 -0.3 -1.0 1.6
H -3.20771 -0.93663 1.19801 0.6 0.4 0.1
H -2.98414 0.05091 2.57710 1.9 -0.8 -0.6
H -2.07628 -1.62275 2.20740 0.0 1.1 0.7

---

Repeat the sixth record exactly.
19
Properties=species:S:1:pos:R:3:forces:R:3 method="wB97M-V/def2-TZVPD" total_charge=+1 e_lumo_ev="-5.214 / -7.827" multiplicity=2 fmax_ev_per_a=4.5 e_tot_ha=-273.48199 orbital_gap_ev="8.06 / 5.25"
C 2.07148 -0.65105 -0.26934 2.4 0.8 -2.6
C 1.24814 0.50810 -0.64830 -2.1 -1.5 -1.4
C 1.80306 1.78607 -0.61436 1.4 -0.2 1.2
C -0.11591 0.19059 -1.28865 -0.4 0.9 0.3
C -1.08308 -0.49475 -0.33152 -0.5 0.9 3.2
C -1.31586 -0.05600 0.97265 0.9 1.9 -4.0
C -2.36735 -0.60091 1.86383 -2.1 -1.1 -0.3
H 3.15860 -0.33875 -0.54404 -1.6 -0.9 0.8
H 2.00581 -0.95364 0.70845 0.1 -0.2 2.8
H 1.83630 -1.57458 -0.80496 -0.3 0.4 -0.4
H 2.56508 2.07068 0.17571 -1.0 -0.4 -1.0
H 1.78107 2.37948 -1.50686 -0.6 0.7 -0.2
H -0.14191 -0.47413 -2.13571 1.4 -0.9 -0.4
H -0.57644 1.02007 -1.84273 0.0 0.6 0.8
H -1.72320 -1.28955 -0.66160 0.2 -0.6 -0.6
H -0.87766 0.98682 0.94492 -0.3 -1.0 1.6
H -3.20771 -0.93663 1.19801 0.6 0.4 0.1
H -2.98414 0.05091 2.57710 1.9 -0.8 -0.6
H -2.07628 -1.62275 2.20740 0.0 1.1 0.7